Here is C17H33BFeN6Si2 as an isolated structure at a distorted geometry from the Open Molecules 2025 dataset. Energies are from the ωB97M-V functional and the def2-TZVPD basis.

Summary:
Highest occupied orbital energy (spin up / spin down) (eV): -8.01 / -7.62
Spin multiplicity: 5
Kohn-Sham gap (spin up / spin down) (eV): 8.69 / 8.20
M (g mol⁻¹): 444.322
Total charge: 0
LUMO level (spin up / spin down) (eV): 0.68 / 0.57

Geometry as XYZ:
```
60
Properties=species:S:1:pos:R:3:forces:R:3
Fe -0.298515 0.735935 -0.027091 2.44 1.68 -0.07
Si -1.024054 -1.720275 2.082867 -0.15 -0.06 -0.59
Si -1.129386 -2.131643 -1.030243 -0.26 0.04 0.79
N 1.420545 1.195499 -1.216721 0.82 0.56 -0.92
N 0.596838 3.504304 0.543845 -0.43 -1.07 1.01
N 1.669190 2.544794 -1.451510 0.31 -1.54 0.00
N 0.337804 2.265925 1.143578 0.54 1.89 0.94
N -1.292655 1.980682 -1.193855 -1.40 1.98 -1.72
N -0.708008 3.183421 -1.595276 -1.16 -1.34 0.26
C 0.517827 -3.000617 -1.244652 0.17 -0.25 -0.12
C 2.839476 2.679599 -2.094258 -0.26 -0.86 0.07
C -0.070733 -0.772543 3.388479 0.07 0.18 0.26
C 0.527203 2.433900 2.471325 0.27 0.92 -1.51
C 3.688027 -1.846528 0.777448 -0.27 -0.02 0.04
C -2.415277 1.820784 -1.936082 1.64 1.01 0.24
C -2.512178 2.873971 -2.855736 0.06 0.27 0.20
C -1.546848 -1.367176 -2.691313 -0.05 0.10 -0.22
C 0.908159 3.756307 2.716835 0.00 0.05 0.08
C 2.438311 0.503577 -1.771591 -0.36 1.50 0.33
C -0.212388 -3.424071 2.133713 0.07 -0.20 0.08
C 3.362469 1.404443 -2.322609 0.07 0.21 0.01
C -2.480628 -3.428687 -0.697761 -0.01 -0.16 -0.30
C -1.044971 -0.878115 0.386434 -2.05 -3.23 0.69
C -1.436024 3.718380 -2.587617 -0.26 -0.78 0.23
C 0.935000 4.396742 1.484939 -0.23 -0.62 0.10
C -2.793699 -1.902718 2.706208 -0.01 -0.05 0.19
B 0.643854 3.627126 -0.993770 0.09 -1.03 -0.01
H -3.059917 0.969346 -1.784977 0.10 0.06 0.01
H 0.834101 -3.555907 -0.355987 -0.08 0.10 -0.15
H 1.317048 -2.295900 -1.496316 -0.12 -0.05 0.05
H -2.255011 -4.133587 0.113495 -0.01 0.26 -0.17
H 0.975392 4.712510 -1.369744 -0.05 0.05 0.08
H -3.446337 -2.955085 -0.467971 0.23 -0.05 -0.07
H 2.897077 -1.102048 0.865454 -0.03 -0.02 0.17
H -2.621818 -4.029262 -1.610414 -0.02 0.09 0.19
H -2.549990 -0.926837 -2.705753 0.12 -0.13 -0.03
H -3.429626 -2.479369 2.022404 0.17 0.11 0.11
H -0.196532 -3.750227 3.185515 -0.01 0.10 -0.22
H -3.271311 3.006616 -3.602064 -0.10 0.10 -0.05
H -3.258639 -0.918568 2.855340 0.07 -0.17 -0.04
H -2.782838 -2.418966 3.677714 -0.09 0.11 -0.17
H -1.512179 -2.138392 -3.473609 -0.03 0.11 0.16
H 3.190889 3.667239 -2.343147 0.13 -0.07 -0.07
H 3.316540 -2.824285 1.095507 0.07 0.17 -0.03
H -0.728027 -4.207341 1.567118 0.12 0.20 0.05
H 1.143148 5.420488 1.206493 0.08 -0.15 0.10
H 0.830722 -3.387283 1.795884 -0.15 0.01 0.08
H 3.962181 -1.885968 -0.269431 0.20 -0.13 -0.16
H 4.299958 1.151494 -2.792036 -0.09 0.10 -0.05
H 0.448509 -3.716977 -2.075602 0.02 0.10 0.14
H 0.437930 1.618455 3.165746 -0.11 0.06 -0.13
H -0.839845 -0.580919 -2.977167 -0.04 -0.03 0.04
H -1.126461 4.651143 -3.020491 -0.07 0.10 -0.14
H -0.655584 0.083825 3.748468 0.11 -0.17 0.01
H 2.481733 -0.579708 -1.749376 -0.13 0.32 0.11
H -2.046868 -0.338623 0.372685 0.24 -0.58 0.08
H 0.883947 -0.402541 2.993619 -0.11 -0.13 0.09
H 0.145748 -1.421149 4.250740 -0.08 0.18 -0.20
H 1.151035 4.167589 3.674081 0.02 0.21 0.18
H 4.545683 -1.552781 1.378237 -0.01 -0.01 -0.01
```
Positions in Å, forces in eV/Å.